1.
{
  "formula": "C7H19F3O7Zr",
  "method": "wB97M-V/def2-TZVPD",
  "total_charge": -1,
  "e_homo_ev": [-0.69, -5.78],
  "homo_lumo_gap_ev": [3.591, 8.894],
  "spin_multiplicity": 2,
  "total_energy_ha": -1151.4722,
  "elements": ["Zr", "C", "O", "H", "H", "H", "C", "O", "H", "H", "H", "C", "O", "H", "H", "H", "C", "O", "O", "C", "F", "F", "F", "C", "C", "H", "H", "H", "H", "H", "H", "O", "H", "H", "O", "H", "H"],
  "positions_angstrom": [[-0.925, 1.099, -0.081], [1.368, 1.216, 2.800], [0.435, 1.157, 1.707], [2.241, 1.859, 2.684], [1.025, 1.730, 3.698], [1.697, 0.221, 3.103], [-4.000, 1.225, 1.559], [-2.694, 1.242, 1.129], [-4.480, 1.986, 0.944], [-4.463, 0.273, 1.302], [-4.232, 1.371, 2.614], [1.582, 1.616, -2.653], [0.642, 1.317, -1.614], [2.210, 2.474, -2.413], [2.265, 0.806, -2.908], [1.052, 1.992, -3.527], [-0.415, -2.324, -0.052], [0.947, -1.757, 0.180], [-1.103, -1.117, -0.396], [-0.603, -3.538, -0.977], [-0.207, -3.303, -2.294], [0.092, -4.580, -0.564], [-1.893, -3.940, -0.947], [2.121, -2.451, 0.153], [3.174, -1.479, 0.484], [2.986, -0.969, 1.429], [3.947, -2.166, 0.827], [3.635, -0.796, -0.230], [2.315, -3.048, -0.738], [2.080, -3.256, 0.887], [-0.622, -2.707, 0.947], [-2.096, 1.560, -1.838], [-1.947, 1.394, -2.768], [-2.971, 1.945, -1.799], [-1.036, 3.262, -0.167], [-0.410, 3.919, 0.135], [-1.716, 3.766, -0.614]],
  "mulliken_spin": [2.506, -0.001, -0.261, 0.006, 0.000, 0.000, 0.194, 0.027, 0.034, -0.016, 0.009, 0.125, 0.203, 0.008, -0.014, 0.002, 0.047, -0.050, -0.215, -0.016, -0.001, 0.000, -0.002, 0.001, 0.001, 0.000, 0.000, 0.000, 0.000, 0.000, -0.002, -1.785, 0.378, 0.550, -1.494, 0.146, 0.620]
}


2.
{
  "formula": "C7H19N2OOs",
  "method": "wB97M-V/def2-TZVPD",
  "total_charge": 1,
  "e_homo_ev": [-10.60, -12.47],
  "homo_lumo_gap_ev": [6.510, 8.161],
  "spin_multiplicity": 5,
  "total_energy_ha": -553.1400,
  "elements": ["C", "Os", "N", "H", "H", "H", "H", "H", "H", "H", "H", "O", "C", "C", "C", "C", "C", "C", "N", "H", "H", "H", "H", "H", "H", "H", "H", "H", "H", "H"],
  "positions_angstrom": [[0.174, -3.503, 1.142], [-3.052, -0.182, -0.356], [-3.496, -1.454, -1.900], [-3.138, -1.535, 0.493], [-4.358, -1.133, -2.238], [0.042, -4.067, 0.225], [0.161, -4.096, 2.083], [-0.573, -2.667, 1.202], [1.160, -3.023, 1.217], [-2.820, -1.329, -2.641], [-3.566, -2.467, -1.817], [-1.037, -0.533, -1.091], [-0.205, 0.342, -0.671], [-0.431, 0.873, 0.707], [0.833, 0.817, 1.594], [1.774, 1.963, 1.329], [2.496, 1.909, -0.017], [1.550, 2.062, -1.237], [0.788, 0.829, -1.462], [-0.804, 1.895, 0.604], [-1.303, 0.227, 1.102], [0.497, 0.865, 2.636], [1.333, -0.143, 1.478], [1.268, 2.920, 1.410], [2.571, 1.945, 2.088], [3.242, 2.739, -0.066], [3.054, 0.973, -0.145], [0.893, 2.943, -1.068], [2.164, 2.288, -2.131], [0.782, 0.545, -2.467]],
  "mulliken_spin": [-0.002, 3.701, 0.112, 0.028, 0.002, 0.001, 0.000, 0.006, 0.000, 0.002, -0.003, 0.040, -0.047, 0.034, 0.014, 0.004, 0.000, 0.007, 0.023, -0.010, 0.091, 0.002, 0.000, 0.000, -0.001, 0.000, 0.000, 0.002, -0.001, -0.003]
}


3.
{
  "formula": "C7H19N4O",
  "method": "wB97M-V/def2-TZVPD",
  "total_charge": 1,
  "e_homo_ev": -12.51,
  "homo_lumo_gap_ev": 9.657,
  "total_energy_ha": -572.1514,
  "e_above_lowest_kj_mol": 49.6,
  "elements": ["C", "C", "C", "C", "C", "O", "N", "H", "H", "H", "H", "H", "H", "H", "H", "H", "H", "H", "C", "C", "N", "N", "N", "H", "H", "H", "H", "H", "H", "H", "H"],
  "positions_angstrom": [[-2.113, -0.316, -0.245], [-3.396, -1.131, -0.476], [-0.637, -1.982, -1.448], [1.094, -1.894, 1.045], [-0.324, -1.503, 0.895], [-1.069, -1.270, 1.818], [-0.798, -0.959, -0.383], [-2.025, 0.449, -1.020], [-2.230, 0.173, 0.710], [-3.759, -0.921, -1.483], [-4.156, -0.851, 0.250], [-0.428, -2.942, -1.011], [1.492, -2.421, 0.174], [-3.218, -2.203, -0.546], [-1.502, -2.165, -2.078], [0.148, -1.624, -2.111], [1.766, -1.034, 1.084], [1.245, -2.448, 1.960], [1.935, 2.228, -1.488], [1.397, 1.729, 0.870], [1.314, 1.442, -0.424], [2.509, 2.274, 1.417], [0.434, 1.273, 1.663], [0.431, 1.030, -0.724], [3.257, 2.531, 0.793], [2.268, 2.898, 2.171], [-0.433, 0.948, 1.243], [0.337, 1.486, 2.645], [2.709, 2.912, -1.151], [1.152, 2.694, -2.062], [2.599, 1.599, -2.087]],
  "nbo_charge": [-0.232, -0.636, -0.430, -0.729, 0.702, -0.591, -0.522, 0.183, 0.219, 0.217, 0.235, 0.209, 0.241, 0.222, 0.225, 0.202, 0.241, 0.261, -0.428, 0.677, -0.559, -0.768, -0.753, 0.436, 0.420, 0.418, 0.432, 0.433, 0.212, 0.231, 0.229]
}


4.
{
  "formula": "C7H19N6O2",
  "method": "wB97M-V/def2-TZVPD",
  "total_charge": 1,
  "e_homo_ev": [-11.66, -11.66],
  "homo_lumo_gap_ev": [8.710, 8.710],
  "total_energy_ha": -756.6930,
  "e_above_lowest_kj_mol": 523.9,
  "elements": ["C", "C", "C", "C", "C", "C", "C", "N", "N", "N", "N", "N", "N", "O", "O", "H", "H", "H", "H", "H", "H", "H", "H", "H", "H", "H", "H", "H", "H", "H", "H", "H", "H", "H"],
  "positions_angstrom": [[-1.733, -1.325, 0.990], [-4.553, 0.191, -0.389], [3.946, -1.348, -1.491], [0.770, 2.953, 1.462], [2.898, -0.545, -0.765], [0.603, 1.977, 0.328], [2.112, -1.452, 0.161], [-2.918, -1.063, 0.772], [-1.248, -2.180, 1.879], [-4.808, 1.252, -1.186], [-5.539, -0.511, 0.143], [-0.011, -0.318, 0.266], [-3.329, 0.030, 0.050], [-0.410, 0.947, 0.754], [1.011, -0.890, 0.973], [4.495, -0.902, -2.348], [4.751, -1.774, -0.812], [3.389, -2.136, -2.107], [-0.175, 3.519, 1.535], [0.777, 2.518, 2.379], [1.665, 3.612, 1.295], [2.242, 0.015, -1.506], [3.424, 0.244, -0.142], [1.588, 1.477, 0.074], [0.330, 2.457, -0.617], [1.855, -2.345, -0.456], [2.759, -1.768, 0.987], [-1.850, -2.737, 2.478], [-0.241, -2.305, 1.995], [-5.696, 1.672, -1.198], [-4.032, 1.820, -1.409], [-6.464, -0.572, -0.374], [-5.365, -1.219, 0.879], [-2.500, 0.689, -0.280]],
  "nbo_charge": [0.589, 0.648, -0.628, -0.630, -0.451, -0.088, -0.071, -0.428, -0.807, -0.761, -0.776, 0.100, -0.379, -0.444, -0.411, 0.241, 0.223, 0.208, 0.209, 0.225, 0.232, 0.221, 0.208, 0.197, 0.183, 0.191, 0.209, 0.417, 0.432, 0.419, 0.408, 0.432, 0.451, 0.431]
}


5.
{
  "formula": "C7H19NO2",
  "method": "wB97M-V/def2-TZVPD",
  "total_charge": 0,
  "e_homo_ev": -8.10,
  "homo_lumo_gap_ev": 8.701,
  "total_energy_ha": -483.2880,
  "e_above_lowest_kj_mol": 101.8,
  "smiles": "CCCN1CCCC1.O.O",
  "elements": ["C", "C", "C", "N", "C", "C", "C", "C", "H", "H", "H", "H", "H", "H", "H", "H", "H", "H", "H", "H", "H", "H", "H", "H", "H", "O", "H", "H", "O"],
  "positions_angstrom": [[1.772, 0.350, -1.921], [1.754, -0.853, -2.743], [0.334, 0.673, -1.353], [-0.022, -0.349, -0.346], [-0.634, -1.602, -0.725], [-1.777, -1.902, 0.299], [-1.536, -0.861, 1.492], [-0.775, 0.235, 0.771], [2.044, 1.312, -2.360], [2.485, 0.359, -1.081], [1.603, -1.790, -2.168], [2.625, -1.091, -3.341], [0.982, -0.761, -3.506], [-0.345, 0.614, -2.229], [0.301, 1.688, -0.940], [0.051, -2.414, -0.449], [-0.903, -1.773, -1.771], [-1.810, -2.948, 0.574], [-2.762, -1.819, -0.175], [-0.937, -1.391, 2.252], [-2.491, -0.531, 1.912], [-1.520, 0.937, 0.378], [0.052, 0.541, 1.454], [-1.431, 3.140, 2.189], [-1.153, 1.715, 2.769], [-0.782, 2.584, 2.616], [1.403, 2.507, 3.348], [1.553, 1.649, 2.083], [1.915, 1.780, 2.969]],
  "nbo_charge": [-0.410, -0.624, -0.197, -0.471, -0.228, -0.408, -0.426, -0.235, 0.199, 0.207, 0.215, 0.217, 0.199, 0.166, 0.201, 0.179, 0.197, 0.210, 0.196, 0.212, 0.213, 0.174, 0.208, 0.478, 0.481, -0.955, 0.482, 0.468, -0.948]
}


6.
{
  "formula": "C7H19O10Sr",
  "method": "wB97M-V/def2-TZVPD",
  "total_charge": 0,
  "e_homo_ev": [-7.30, -7.30],
  "homo_lumo_gap_ev": [6.536, 3.861],
  "spin_multiplicity": 2,
  "total_energy_ha": -1061.3037,
  "elements": ["Sr", "C", "C", "O", "O", "H", "H", "H", "C", "C", "O", "O", "H", "H", "H", "C", "C", "O", "O", "H", "H", "H", "C", "O", "H", "H", "H", "H", "O", "H", "H", "O", "H", "H", "O", "H", "H"],
  "positions_angstrom": [[0.193, 0.244, -0.527], [-1.225, 4.004, 1.016], [0.176, 3.500, 1.285], [1.059, 4.234, 1.803], [0.405, 2.285, 1.048], [-1.453, 5.006, 1.379], [-1.901, 3.353, 1.570], [-1.563, 3.937, -0.018], [-0.857, -3.642, 1.531], [-0.655, -2.312, 0.806], [-0.717, -1.236, 1.456], [-0.299, -2.290, -0.400], [-0.113, -3.716, 2.324], [-0.681, -4.510, 0.895], [-1.894, -3.578, 1.862], [3.270, -2.194, 1.417], [3.229, -0.643, 1.559], [4.038, -0.157, 2.418], [2.255, 0.004, 1.120], [2.745, -2.548, 2.304], [4.255, -2.640, 1.558], [2.843, -2.585, 0.493], [-3.256, -0.242, -0.538], [-2.462, 0.930, -0.691], [-4.168, -0.218, -1.134], [-2.741, -1.127, -0.909], [-3.641, -0.402, 0.469], [-2.971, 1.589, -0.214], [0.623, 2.212, -1.972], [0.811, 3.021, -1.497], [0.637, 2.467, -2.895], [-0.885, -0.339, -3.030], [-1.727, -0.502, -3.455], [-0.234, -0.552, -3.699], [2.076, -0.274, -2.179], [3.019, -0.432, -2.133], [1.811, -0.647, -3.020]],
  "mulliken_spin": [-0.003, 0.000, 0.000, 0.000, 0.003, 0.000, 0.000, 0.000, 0.000, -0.001, 0.000, 0.001, 0.000, 0.000, 0.000, 0.033, -0.031, 0.902, 0.079, -0.002, 0.004, 0.014, 0.000, 0.000, 0.000, 0.000, 0.000, 0.000, 0.000, 0.000, 0.000, 0.000, 0.000, 0.000, 0.000, 0.000, 0.000]
}


7.
{
  "formula": "C7H20AgN6O7",
  "method": "wB97M-V/def2-TZVPD",
  "total_charge": -3,
  "e_homo_ev": 4.31,
  "homo_lumo_gap_ev": 1.602,
  "total_energy_ha": -1280.5462,
  "e_above_lowest_kj_mol": 149.3,
  "elements": ["Ag", "O", "C", "C", "O", "H", "H", "H", "H", "O", "C", "C", "O", "H", "H", "H", "H", "C", "O", "N", "N", "H", "H", "H", "H", "C", "O", "N", "N", "H", "H", "H", "H", "C", "O", "N", "N", "H", "H", "H", "H"],
  "positions_angstrom": [[31.406, -11.693, 28.959], [29.297, -11.546, 24.266], [29.707, -12.801, 24.568], [30.836, -12.997, 25.597], [30.596, -12.788, 26.959], [30.042, -13.314, 23.615], [28.889, -13.472, 24.923], [31.668, -12.338, 25.209], [31.330, -13.994, 25.456], [28.987, -12.103, 29.883], [27.726, -11.644, 30.235], [26.427, -12.151, 29.536], [26.379, -12.560, 28.273], [27.785, -10.537, 30.025], [27.667, -11.539, 31.355], [25.700, -11.307, 29.778], [25.944, -12.995, 30.128], [33.051, -11.838, 32.173], [32.507, -11.509, 31.143], [32.550, -11.515, 33.383], [34.275, -12.459, 32.182], [33.025, -11.660, 34.254], [31.674, -11.027, 33.437], [34.713, -12.508, 31.274], [34.688, -12.886, 32.988], [33.811, -13.424, 28.061], [34.956, -13.317, 28.527], [33.486, -13.140, 26.770], [32.710, -13.866, 28.732], [34.254, -12.802, 26.221], [32.511, -12.880, 26.541], [31.835, -13.698, 28.205], [32.781, -14.525, 29.481], [33.207, -9.798, 27.168], [32.679, -9.714, 28.261], [32.619, -9.351, 26.025], [34.539, -10.179, 27.001], [33.015, -9.146, 25.131], [31.627, -9.198, 26.141], [35.137, -10.126, 27.805], [34.862, -9.840, 26.110]],
  "nbo_charge": [0.899, -0.967, -0.033, -0.078, -0.973, 0.013, 0.098, 0.045, 0.070, -0.998, -0.067, -0.018, -0.911, 0.047, 0.035, -0.002, -0.004, 0.761, -0.623, -0.856, -0.880, 0.360, 0.417, 0.432, 0.365, 0.776, -0.778, -0.880, -0.908, 0.370, 0.464, 0.450, 0.387, 0.791, -0.675, -0.853, -0.847, 0.380, 0.436, 0.396, 0.356]
}


8.
{
  "formula": "C7H20BrNO3P",
  "method": "wB97M-V/def2-TZVPD",
  "total_charge": 1,
  "e_homo_ev": -10.74,
  "homo_lumo_gap_ev": 5.417,
  "total_energy_ha": -3474.1861,
  "elements": ["C", "C", "C", "Br", "C", "O", "C", "C", "N", "P", "C", "O", "H", "H", "H", "H", "H", "H", "H", "H", "H", "H", "H", "H", "H", "H", "H", "H", "H", "O", "H", "H", "H"],
  "positions_angstrom": [[3.830, -1.235, 0.065], [3.338, 0.227, 0.392], [1.807, 0.138, 0.695], [1.636, -0.781, 2.457], [1.121, 1.552, 0.724], [-0.013, 1.586, -0.133], [-1.103, 0.847, 0.427], [-1.808, -0.075, -0.647], [-1.227, 0.156, -1.991], [-1.697, -1.935, -0.358], [-1.466, -2.317, 1.459], [-0.227, -2.402, -1.104], [2.973, -1.761, -0.401], [4.659, -1.254, -0.655], [4.061, -1.759, 1.005], [3.532, 0.865, -0.485], [3.835, 0.574, 1.309], [1.307, -0.444, -0.100], [1.809, 2.329, 0.348], [0.869, 1.819, 1.766], [-0.797, 0.334, 1.351], [-1.849, 1.621, 0.741], [-2.873, 0.233, -0.733], [-0.240, -0.064, -1.991], [-1.370, 1.122, -2.256], [-2.257, -3.045, 1.716], [-0.499, -2.826, 1.617], [-1.597, -1.466, 2.147], [0.306, -2.838, -0.435], [-4.135, 2.677, -1.916], [-3.769, 3.585, -1.922], [-4.736, 2.538, -1.156], [-3.419, 1.999, -1.935]],
  "nbo_charge": [-0.610, -0.432, -0.239, -0.031, -0.096, -0.556, -0.112, -0.362, -0.816, 1.045, -0.979, -0.962, 0.191, 0.226, 0.224, 0.218, 0.224, 0.218, 0.209, 0.188, 0.209, 0.147, 0.153, 0.394, 0.324, 0.255, 0.248, 0.239, 0.489, -0.757, 0.582, 0.582, 0.586]
}